{"formula": "CFN4S", "method": "wB97M-V/def2-TZVPD", "elements": ["C", "N", "N", "N", "N", "F", "S"], "coordinates": [[0.99443, 1.17904, 0.95117], [-1.62693, -0.53867, -0.48309], [1.61007, 1.48361, 1.87635], [-1.52648, -1.68888, -0.35985], [-1.52025, -2.78950, -0.01654], [1.80351, 1.59968, -1.45543], [0.26564, 0.75472, -0.51262]], "forces_ev_per_angstrom": [[-0.242, -0.361, -0.047], [0.033, 3.502, -0.800], [0.009, 0.108, 0.444], [-0.012, -2.545, 2.394], [0.278, -0.422, -0.949], [-1.389, -0.545, 1.062], [1.323, 0.263, -2.104]], "mulliken_charge": [0.321, -0.778, -0.408, 0.709, -0.573, -0.561, 0.289], "charge": -1, "lumo_ev": [2.51, 2.51], "de_lowest_kcal_mol": 40.6, "homo_lumo_gap_ev": [7.160, 7.157], "spin_multiplicity": 1}



{"formula": "C4H5N2", "method": "wB97M-V/def2-TZVPD", "elements": ["C", "C", "C", "C", "N", "N", "H", "H", "H", "H", "H"], "coordinates": [[-0.83409, -1.22247, 0.02166], [-2.69815, 0.38578, 0.06886], [0.36488, -0.60759, 0.06260], [1.06643, 0.66654, 0.13386], [-1.88897, -0.43269, 0.06317], [1.67164, -0.67213, 0.12762], [-0.99237, -2.28637, -0.04007], [-3.50325, 1.06913, 0.08777], [1.13562, 1.28536, -0.75238], [1.15760, 1.20208, 1.07114], [2.39435, -1.12542, -0.40428]], "forces_ev_per_angstrom": [[1.799, -1.598, -0.184], [0.964, -1.644, 0.055], [-0.053, 0.070, 0.204], [0.452, 0.502, 0.055], [-2.345, 2.594, -0.029], [-0.279, -0.107, 0.238], [-0.034, -0.036, -0.033], [-0.451, 0.498, 0.017], [-0.081, -0.109, -0.169], [-0.029, -0.075, 0.042], [0.057, -0.095, -0.197]], "mulliken_charge": [-0.268, -0.022, 0.291, -0.378, -0.029, -0.288, 0.415, 0.471, 0.267, 0.248, 0.293], "charge": 1, "lumo_ev": -4.47, "de_lowest_kcal_mol": 46.7, "homo_lumo_gap_ev": 9.408, "spin_multiplicity": 1}